The following is a DFT calculation (ωB97M-V/def2-TZVPD) of an isolated ion of composition C5H5N2O2 and charge +1 at a distorted geometry.

The calculation puts the energy above the lowest of the compared OMol25 structures with the same formula, charge and spin at 2.6652 eV. Its charge is +1. The HOMO energy comes out at -14.4 eV. The maximum force is 0.093 hartree/bohr. Its total energy is -12328.9301 eV.

Each line ends with the Mulliken charge.
Cartesian coordinates (Å):
C1 -0.0277 1.1965 0.5324  0.195
C2 1.2982 1.6059 0.6228  -0.618
C3 -0.5749 0.1046 -0.2439  -0.426
C4 -0.0298 -1.0699 -0.4951  -0.121
C5 2.2215 1.2498 -0.3547  0.630
N1 1.1212 -1.5935 0.0820  -0.043
N2 2.1603 -0.8939 0.3744  0.204
O1 2.8274 1.2021 -1.3373  -0.177
O2 2.9732 -1.4490 1.1515  -0.482
H1 -0.6611 1.9334 1.1679  0.323
H2 1.5217 2.3214 1.3018  0.529
H3 -1.5977 0.3451 -0.8284  0.305
H4 -0.6436 -1.8582 -0.9339  0.378
H5 1.2115 -2.6417 0.1039  0.303

The following is a DFT calculation (ωB97M-V/def2-TZVPD) of C20H14MgN7OS4 as an isolated structure.

The calculation puts the energy above the lowest of the compared OMol25 structures with the same formula, charge and spin at 0.0000 eV. Its charge is -1. The HOMO energy comes out at -4.3 eV. The maximum force is 0.010 hartree/bohr. Its total energy is -82236.4555 eV.

Each line ends with the Mulliken charge.
Cartesian coordinates (Å):
Mg1 -0.6700 0.6754 -0.6916  1.341
N1 -0.8605 -2.2260 2.5688  0.114
C1 -1.1649 -1.2148 1.7445  -1.143
N2 -0.3109 -0.3898 1.2249  -0.264
C2 1.0405 -0.5741 1.4800  0.211
N3 1.9597 0.1274 0.8912  -1.324
N4 1.4139 0.8620 -0.1298  0.804
C3 2.1182 1.7355 -0.7163  -0.881
C4 1.4976 2.4065 -1.8738  1.012
C5 2.1803 3.3659 -2.5995  -0.979
C6 1.5545 3.9496 -3.6911  -0.277
C7 0.2759 3.5470 -4.0247  -0.809
C8 -0.3354 2.5745 -3.2442  -0.154
N5 0.2522 2.0155 -2.1982  0.158
C9 1.4397 -1.6198 2.4254  0.593
C10 2.7750 -1.8546 2.7643  -0.311
C11 3.1098 -2.9142 3.5772  -0.710
C12 2.1144 -3.7707 4.0555  -0.380
C13 0.7928 -3.5590 3.7331  -0.833
C14 0.4600 -2.4773 2.9193  0.046
H1 -1.5741 -2.9270 2.7282  0.331
H2 -2.2120 -1.0874 1.4919  0.957
H3 3.1327 1.9853 -0.4131  0.306
H4 3.1794 3.6532 -2.3027  0.424
H5 2.0599 4.7130 -4.2676  0.409
H6 -0.2567 3.9818 -4.8570  0.393
H7 -1.3382 2.2303 -3.4642  0.378
H8 3.5265 -1.1941 2.3566  0.465
H9 4.1449 -3.0965 3.8305  0.396
H10 2.3817 -4.6149 4.6771  0.385
H11 0.0168 -4.2249 4.0855  0.385
S1 -2.8019 -0.8254 -1.0726  -0.467
C15 -1.9804 -2.3343 -0.7619  0.125
C16 -2.6397 -3.2547 0.1148  0.189
N6 -3.1288 -3.9160 0.9261  -0.714
C17 -0.6839 -2.5901 -1.1227  0.651
S2 0.3363 -1.4761 -1.9473  -0.404
C18 -0.0872 -3.8222 -0.6708  -0.017
N7 0.4193 -4.7878 -0.2985  -0.591
C19 -3.6046 2.2849 -1.3633  -1.005
O1 -2.3654 2.2643 -0.6417  -0.409
C20 -1.7391 3.4664 -0.3324  0.246
S3 -2.1680 4.8583 -1.1311  -0.350
S4 -0.5478 3.2121 0.8281  -0.369
H12 -4.1218 1.3712 -1.0832  0.345
H13 -3.4209 2.3001 -2.4380  0.254
H14 -4.1697 3.1712 -1.0857  0.473

The following is a DFT calculation (ωB97M-V/def2-TZVPD) of one molecule with the formula C2H2N2O2S at a distorted geometry.

The calculation puts the energy above the lowest of the compared OMol25 structures with the same formula, charge and spin at 4.0580 eV. The HOMO energy comes out at -11.3 eV. The maximum force is 0.047 hartree/bohr. Its structure (SMILES) is N#CCOS(#N)=O. Its total energy is -20012.2913 eV.

Each line ends with the Mulliken charge.
Cartesian coordinates (Å):
N1 -1.7496 2.1837 0.3032  -0.318
C1 -1.4849 1.0621 0.3568  0.253
C2 -0.9749 -0.3212 0.0397  -0.187
O1 0.3350 -0.6081 0.5251  -0.243
S1 1.7890 -0.2052 -0.0767  0.790
N2 2.0062 0.7487 -1.1210  -0.380
O2 2.5740 -1.2105 0.5846  -0.447
H1 -1.5112 -1.1240 0.5110  0.267
H2 -0.9836 -0.5256 -1.1228  0.265

The following is a DFT calculation (ωB97M-V/def2-TZVPD) of C6H17BeBr2CaCl2FKN4NaO8P2S as an isolated structure at a distorted geometry.

The HOMO energy comes out at -6.2 eV. The maximum force is 0.082 hartree/bohr. Its total energy is -265661.0755 eV.

Each line ends with the Mulliken charge.
Cartesian coordinates (Å):
C1 0.7789 -1.6057 1.1785  -0.862
C2 1.3317 -1.5951 -0.2462  0.298
S1 -0.0013 -1.0006 -1.3175  0.030
C3 0.6106 -0.6155 -2.9161  -0.643
N1 1.1578 0.7469 -2.8836  -0.288
C4 2.3360 0.8233 -2.1220  -0.446
N2 3.5561 0.2234 -2.5470  -0.274
N3 2.3006 1.4286 -1.0404  0.794
P1 0.8648 2.1241 -0.3659  0.114
O1 0.3624 1.2802 0.6465  -0.226
H1 1.3604 -2.1838 1.8123  0.389
H2 -0.2452 -1.9235 1.1827  0.144
H3 0.7680 -0.6109 1.4901  0.112
H4 2.1323 -0.9045 -0.2655  -0.663
H5 1.7364 -2.5145 -0.5474  0.774
H6 1.3005 -1.3386 -3.2734  0.354
H7 -0.2968 -0.6298 -3.5563  0.277
H8 1.2126 1.1939 -3.7901  0.211
H9 3.6943 0.3694 -3.5329  0.218
H10 4.2735 0.7823 -2.1194  0.155
H11 3.2683 1.4920 -0.4618  -0.118
H12 1.3032 3.3787 0.0291  0.077
H13 -0.0687 2.3353 -1.3698  0.079
O2 -4.4393 0.3588 -4.6703  -0.711
P2 -3.0455 0.4051 -4.0895  0.652
O3 -2.2552 1.4928 -4.9856  -0.686
O4 -2.2724 -0.9119 -4.2276  -0.749
O5 -3.0155 0.9638 -2.6719  -0.590
Na1 -1.2830 -3.1521 -0.2761  0.965
K1 2.7186 2.0671 -4.4090  0.837
Ca1 -2.5369 3.4866 -5.4444  1.295
Cl1 -1.3198 0.5734 2.4022  -0.645
N4 2.0499 -0.9424 4.4477  1.140
O6 3.2048 -1.5688 4.1208  -0.384
O7 2.0947 0.2353 4.6445  -0.412
O8 1.0880 -1.6640 4.5266  -0.444
Be1 4.3827 0.2250 0.5583  -0.006
Cl2 4.6936 -1.0222 2.8308  -0.112
F1 2.5597 0.2478 6.7723  -0.629
Br1 -4.5833 -2.2172 2.2281  -0.204
C5 -4.8756 -0.3255 2.6246  -0.439
C6 -4.1405 0.0998 3.8603  -0.584
Br2 -5.0542 -0.5340 5.4703  -0.199
H14 -5.9455 -0.1917 2.7084  0.410
H15 -4.5059 0.2085 1.7551  0.287
H16 -4.1281 1.1788 3.9381  0.376
H17 -3.1280 -0.2685 3.9026  0.327

The following is a DFT calculation (ωB97M-V/def2-TZVPD) of a 3-piece molecular cluster, C3H8O2P2 overall at a distorted geometry.

The calculation puts the energy above the lowest of the compared OMol25 structures with the same formula, charge and spin at 0.0000 eV. The HOMO energy (spin up / spin down) comes out at -7.2 / -9.4 eV. The maximum force is 0.074 hartree/bohr. Its total energy is -25909.5929 eV. Its spin multiplicity is 3.

Each line ends with the Mulliken charge.
Cartesian coordinates (Å):
C1 -3.2664 1.8026 -3.1637  0.678
C2 0.9076 -2.1366 -0.3875  -1.042
C3 -0.1196 -1.5129 0.5413  -0.739
O1 -2.2451 1.3886 -2.8689  -0.336
O2 -4.2198 2.3221 -3.5308  -0.348
P1 -0.5861 4.7818 1.2700  -0.038
P2 -0.7367 5.4996 -0.6026  -0.025
H1 0.5605 -2.9147 -0.9252  0.369
H2 1.1710 -1.5042 -1.1588  0.327
H3 1.8011 -2.5742 0.0139  0.334
H4 -0.7111 -0.6946 0.0667  0.184
H5 -0.8260 -2.2369 0.8504  0.275
H6 0.2325 -1.1651 1.4850  0.294
H7 0.5833 5.5021 1.6491  0.047
H8 -1.9073 4.6427 -1.1268  0.020